C100H178F21N4O14P3 | ωB97M-V/def2-TZVPD

Geometry as XYZ:
```
320
C100H178F21N4O14P3 ωB97M-V/def2-TZVPD
C -3.136 1.763 8.849
C -2.679 2.918 9.676
C -1.307 3.422 9.288
C -0.826 4.583 10.195
P -0.580 6.168 9.285
C -0.064 7.440 10.395
C 0.222 7.143 11.882
C -1.073 7.353 12.671
C -1.582 8.765 12.943
C 0.800 5.917 8.169
C 1.970 5.358 8.906
C 3.271 5.245 8.075
C 3.679 6.621 7.459
C -1.967 6.787 8.384
C -2.144 6.297 6.899
C -2.251 7.490 5.926
C -3.548 8.294 6.118
H -2.825 1.969 7.826
H -4.230 1.754 8.939
H -2.735 0.810 9.180
H -2.647 2.624 10.704
H -3.348 3.800 9.604
H -1.409 3.814 8.197
H -0.673 2.571 9.285
H 0.230 4.467 10.490
H -1.537 4.713 11.058
H -0.822 8.289 10.278
H 0.890 7.819 9.989
H 0.895 7.909 12.321
H 0.552 6.105 12.046
H -1.059 6.774 13.649
H -1.765 6.778 12.072
H -2.681 8.766 13.076
H -1.407 9.437 12.083
H -1.094 9.119 13.820
H 1.025 6.873 7.706
H 0.599 5.223 7.287
H 1.783 4.296 9.199
H 2.223 5.960 9.764
H 2.994 4.411 7.395
H 4.034 4.813 8.803
H 4.620 6.642 6.978
H 3.794 7.365 8.227
H 2.996 6.837 6.652
H -1.930 7.855 8.233
H -2.879 6.514 8.894
H -2.993 5.530 6.891
H -1.318 5.656 6.632
H -2.254 7.162 4.930
H -1.506 8.186 6.169
H -3.469 9.199 5.502
H -3.735 8.716 7.104
H -4.406 7.743 5.934
C -0.032 -12.082 -4.376
C -1.323 -11.637 -3.668
C -1.768 -10.232 -4.042
C -0.706 -9.199 -3.652
P -1.277 -7.455 -3.279
C 0.033 -6.695 -2.348
C 1.397 -7.489 -2.038
C 2.287 -6.567 -1.201
C 3.524 -7.302 -0.568
C -1.711 -6.487 -4.784
C -2.777 -7.157 -5.633
C -3.322 -6.288 -6.816
C -4.185 -7.192 -7.730
C -2.785 -7.571 -2.329
C -2.803 -8.686 -1.219
C -3.959 -8.414 -0.358
C -4.019 -9.330 0.916
H 0.260 -13.036 -4.053
H 0.776 -11.424 -4.144
H -0.182 -12.066 -5.486
H -1.197 -11.660 -2.587
H -2.146 -12.351 -3.941
H -2.696 -10.049 -3.551
H -1.995 -10.188 -5.099
H 0.217 -9.144 -4.356
H -0.313 -9.518 -2.744
H -0.517 -6.487 -1.362
H 0.308 -5.765 -2.812
H 1.863 -7.856 -2.959
H 1.205 -8.427 -1.523
H 1.655 -6.164 -0.466
H 2.625 -5.702 -1.841
H 3.223 -7.641 0.397
H 4.289 -6.553 -0.413
H 3.937 -8.138 -1.159
H -0.793 -6.340 -5.339
H -2.000 -5.562 -4.301
H -3.571 -7.469 -4.895
H -2.373 -8.088 -6.086
H -2.509 -5.873 -7.289
H -3.827 -5.361 -6.522
H -4.325 -6.843 -8.812
H -5.196 -7.284 -7.251
H -3.772 -8.230 -7.930
H -3.566 -7.644 -3.056
H -2.921 -6.575 -1.886
H -1.847 -8.698 -0.650
H -2.907 -9.637 -1.754
H -4.891 -8.482 -0.928
H -3.831 -7.391 -0.086
H -3.765 -10.378 0.655
H -5.051 -9.319 1.365
H -3.287 -8.946 1.589
C -0.691 1.739 -3.144
C -0.106 0.380 -2.708
C -0.636 -0.028 -1.350
C -0.577 1.103 -0.252
P -1.529 0.728 1.202
C -0.896 -0.619 2.242
C -1.775 -0.892 3.527
C -1.123 -2.066 4.302
C -1.805 -2.349 5.615
C -1.492 2.171 2.344
C -2.936 2.441 2.841
C -2.981 3.690 3.741
C -4.201 3.705 4.642
C -3.161 0.443 0.589
C -3.573 1.463 -0.501
C -5.091 1.428 -0.467
C -5.635 -0.001 -0.779
H -0.581 1.938 -4.216
H -0.277 2.517 -2.470
H -1.774 1.781 -2.978
H 0.985 0.242 -2.681
H -0.238 -0.418 -3.479
H -0.065 -0.854 -0.928
H -1.721 -0.282 -1.432
H -1.106 1.967 -0.584
H 0.458 1.227 0.013
H 0.023 -0.175 2.673
H -0.837 -1.563 1.764
H -2.884 -0.984 3.302
H -1.884 -0.020 4.127
H -0.055 -1.867 4.464
H -1.179 -2.962 3.552
H -2.904 -2.467 5.500
H -1.656 -1.488 6.228
H -1.428 -3.292 6.156
H -0.905 3.062 1.934
H -0.901 1.757 3.212
H -3.309 1.618 3.485
H -3.654 2.586 1.989
H -2.937 4.641 3.170
H -2.035 3.806 4.305
H -5.053 3.956 3.976
H -4.213 4.424 5.431
H -4.368 2.679 5.058
H -3.756 0.442 1.468
H -3.209 -0.537 0.198
H -3.369 1.107 -1.510
H -3.218 2.472 -0.284
H -5.398 2.082 -1.288
H -5.365 1.805 0.500
H -6.661 0.078 -1.075
H -5.605 -0.700 0.018
H -5.044 -0.447 -1.645
C -3.126 -3.371 -9.358
N -2.107 -3.414 -8.227
C -0.911 -4.032 -8.442
C 0.021 -4.065 -7.498
C -0.242 -3.456 -6.214
C -1.533 -3.000 -6.016
C -2.430 -2.799 -7.075
C 0.833 -3.354 -5.142
C 0.485 -3.289 -3.796
C 1.514 -3.230 -2.912
N 2.780 -3.095 -3.286
C 3.091 -3.042 -4.619
C 2.123 -3.175 -5.584
C 3.853 -2.960 -2.257
H -4.159 -3.582 -8.982
H -2.848 -4.071 -10.100
H -3.101 -2.339 -9.738
H -0.771 -4.436 -9.461
H 0.962 -4.517 -7.777
H -1.700 -2.719 -4.996
H -3.312 -2.288 -6.899
H -0.428 -3.518 -3.312
H 1.371 -3.159 -1.793
H 4.156 -3.078 -4.774
H 2.382 -3.046 -6.606
H 3.975 -1.877 -2.181
H 4.747 -3.554 -2.537
H 3.454 -3.507 -1.379
C 2.028 4.022 2.822
N 2.720 3.423 1.658
C 2.527 2.116 1.314
C 2.877 1.637 0.052
C 3.471 2.489 -0.839
C 3.569 3.824 -0.480
C 3.197 4.288 0.785
C 4.054 2.062 -2.114
C 4.947 2.894 -2.765
C 5.369 2.649 -4.087
N 4.887 1.593 -4.694
C 4.148 0.643 -4.054
C 3.687 0.887 -2.760
C 4.822 1.604 -6.179
H 1.647 4.916 2.430
H 2.800 4.191 3.585
H 1.237 3.327 3.182
H 2.170 1.546 2.122
H 2.685 0.636 -0.225
H 3.804 4.652 -1.083
H 3.165 5.341 1.052
H 5.222 3.774 -2.270
H 5.540 4.933 -4.798
H 4.115 -0.221 -4.708
H 2.971 0.226 -2.264
H 4.030 2.262 -6.394
H 4.553 0.630 -6.579
H 5.787 1.947 -6.594
C 4.412 6.164 -5.793
O 3.418 5.177 -5.803
O 5.403 5.841 -4.868
C 4.946 6.411 -7.258
F 3.901 6.319 -8.067
F 5.477 7.560 -7.359
F 5.795 5.459 -7.583
C 2.263 5.584 -4.923
C 1.448 4.438 -4.630
H 1.155 3.840 -5.553
H 2.036 3.798 -3.923
H 0.529 4.815 -4.151
H 1.702 6.371 -5.512
H 2.589 6.023 -3.953
H 3.979 7.169 -5.583
C 3.168 -1.654 0.720
O 4.569 -1.710 0.375
O 2.437 -1.320 -0.270
C 2.870 -3.098 1.322
F 3.636 -3.396 2.351
F 1.571 -3.165 1.642
F 3.123 -4.135 0.457
C 5.456 -1.462 1.471
C 5.879 -0.060 1.704
H 6.620 0.024 2.478
H 6.340 0.313 0.739
H 5.069 0.623 1.980
H 6.410 -2.084 1.308
H 4.956 -1.839 2.415
H 3.173 -0.954 1.571
C -2.561 -3.831 -1.560
O -2.611 -4.630 -0.401
O -1.833 -4.290 -2.545
C -4.101 -3.584 -1.943
F -4.946 -3.040 -1.034
F -4.093 -2.720 -3.048
F -4.661 -4.770 -2.303
C -1.396 -4.507 0.285
C -1.282 -5.470 1.413
H -0.323 -5.292 1.966
H -2.121 -5.372 2.122
H -1.128 -6.520 1.085
H -1.185 -3.428 0.515
H -0.578 -4.766 -0.475
H -2.272 -2.789 -1.129
C -2.069 0.476 -7.724
O -2.777 1.040 -6.551
O -1.821 -0.797 -7.608
C -2.898 0.596 -9.069
F -2.274 1.242 -10.015
F -3.282 -0.597 -9.584
F -4.136 1.129 -8.892
C -3.968 0.313 -6.160
C -3.885 0.159 -4.630
H -4.893 0.033 -4.239
H -3.279 -0.752 -4.430
H -3.410 0.970 -4.159
H -4.133 -0.713 -6.541
H -4.933 0.780 -6.397
H -1.190 1.193 -7.652
C 4.024 -1.288 -7.744
O 2.591 -1.270 -8.085
O 4.270 -1.188 -6.431
C 4.595 -2.603 -8.344
F 4.056 -2.814 -9.542
F 5.964 -2.530 -8.431
F 4.332 -3.789 -7.724
C 1.846 -0.172 -7.530
C 1.109 -0.424 -6.259
H 0.416 0.417 -6.127
H 0.369 -1.235 -6.247
H 1.736 -0.501 -5.385
H 1.316 0.203 -8.415
H 2.585 0.620 -7.265
H 4.494 -0.593 -8.512
C 1.473 1.450 4.957
O 1.884 0.275 5.540
O 0.919 1.381 3.820
C 0.597 2.236 5.996
F 0.311 3.463 5.496
F -0.559 1.637 6.295
F 1.232 2.475 7.170
C 2.757 -0.508 4.764
C 3.108 -1.829 5.372
H 3.749 -1.649 6.220
H 2.285 -2.502 5.573
H 3.690 -2.336 4.604
H 3.760 -0.021 4.491
H 2.190 -0.663 3.811
H 2.380 2.157 5.009
C 1.642 7.568 0.459
O 0.932 7.438 1.798
O 2.791 6.976 0.416
C 0.566 7.034 -0.499
F 0.960 6.919 -1.780
F -0.011 5.799 -0.225
F -0.500 7.882 -0.546
C 1.864 7.649 2.830
C 1.225 7.392 4.137
H 0.373 8.056 4.401
H 0.755 6.412 4.190
H 2.082 7.384 4.838
H 2.308 8.685 2.760
H 2.661 6.897 2.754
H 1.661 8.614 0.207
```

- LUMO energy: -0.7 eV
- Strongest force on any atom: 4.93 eV Å⁻¹
- Highest occupied orbital energy: -6.5 eV

Löwdin atomic charge list, values in e, 99 entries: -0.093, -0.302, -0.240, -0.221, 0.992, -0.279, -0.229, -0.294, -0.094, -0.280, -0.293, -0.211, -0.072, -0.257, -0.213, -0.225, -0.089, 0.065, 0.084, 0.085, 0.104, 0.117, 0.124, 0.106, 0.075, 0.113, 0.117, 0.103, 0.127, 0.105, 0.132, 0.073, 0.086, 0.074, 0.063, 0.104, 0.115, 0.117, 0.099, 0.103, 0.130, 0.058, 0.074, 0.037, 0.085, 0.100, 0.117, 0.060, 0.096, 0.084, 0.089, 0.068, 0.048, -0.095, -0.255, -0.265, -0.243, 1.043, -0.240, -0.213, -0.247, -0.071, -0.250, -0.225, -0.239, -0.109, -0.253, -0.242, -0.272, -0.077, 0.051, 0.051, 0.098, 0.105, 0.125, 0.075, 0.102, 0.136, 0.045, 0.097, 0.064, 0.106, 0.096, 0.071, 0.107, 0.059, 0.059, 0.078, 0.095, 0.070, 0.109, 0.105, 0.045, 0.112, 0.082, 0.081, 0.080, 0.077, 0.080



C19H52O19S6 | ωB97M-V/def2-TZVPD

Geometry as XYZ:
```
96
C19H52O19S6 ωB97M-V/def2-TZVPD
C 2.937 -1.865 3.755
C 2.411 -0.991 2.594
O 3.194 -1.273 1.404
S 4.417 -0.304 1.081
C 3.627 1.090 0.265
O 5.011 0.257 2.231
O 5.212 -1.011 0.102
H 4.008 -1.796 3.830
H 2.689 -2.924 3.656
H 2.500 -1.604 4.708
H 1.364 -1.130 2.340
H 2.629 0.078 2.828
H 4.400 1.823 0.065
H 2.909 1.561 0.979
H 3.071 0.846 -0.670
C -0.029 2.373 -0.416
C -1.493 2.889 -0.537
O -2.191 2.102 -1.472
S -3.323 1.136 -1.009
C -3.788 0.719 -2.673
O -2.724 -0.002 -0.382
O -4.373 1.870 -0.346
H 0.262 2.887 0.442
H 0.542 2.615 -1.295
H 0.014 1.269 -0.343
H -2.062 2.900 0.401
H -1.372 3.902 -0.899
H -3.878 1.691 -3.214
H -4.726 0.201 -2.527
H -3.056 0.090 -3.139
C -3.559 2.072 3.104
C -2.272 2.465 3.948
O -1.094 1.956 3.334
S 0.264 2.533 3.963
C 0.049 2.353 5.777
O 1.259 1.556 3.500
O 0.339 3.920 3.591
H -3.488 2.684 2.156
H -4.392 2.387 3.716
H -3.678 1.014 2.934
H -2.158 3.564 3.949
H -2.393 2.048 4.984
H -0.012 1.271 5.943
H -0.822 2.911 6.077
H 0.973 2.786 6.104
C 2.917 -2.732 -3.463
C 3.642 -1.659 -2.670
O 4.262 -0.794 -3.663
S 4.312 0.802 -3.528
C 5.632 1.081 -2.437
O 4.729 1.257 -4.826
O 3.025 1.282 -3.002
H 3.581 -3.118 -4.201
H 2.028 -2.305 -3.972
H 2.679 -3.584 -2.847
H 2.854 -1.144 -2.036
H 4.492 -1.889 -1.961
H 5.647 2.124 -2.141
H 6.612 0.883 -2.942
H 5.457 0.390 -1.549
C -2.819 -1.747 3.026
C -1.401 -1.331 3.138
O -0.660 -2.195 4.055
S -0.866 -2.063 5.646
C -1.949 -3.425 6.046
O 0.460 -2.258 6.212
O -1.586 -0.833 5.861
H -3.267 -1.316 2.134
H -3.438 -1.393 3.860
H -2.925 -2.795 2.890
H -0.936 -1.492 2.133
H -1.223 -0.269 3.405
H -1.897 -3.439 7.145
H -1.706 -4.362 5.549
H -2.977 -3.142 5.743
C -3.267 1.603 -6.961
C -2.866 0.151 -7.038
O -2.387 -0.197 -5.708
S -1.048 -1.005 -5.641
C 0.244 0.260 -5.581
O -1.035 -1.677 -4.353
O -0.799 -1.706 -6.893
H -3.980 1.703 -6.117
H -3.750 2.027 -7.797
H -2.417 2.230 -6.726
H -3.712 -0.536 -7.218
H -2.135 0.117 -7.848
H 0.126 0.863 -4.697
H 0.105 0.898 -6.485
H 1.278 -0.148 -5.452
C -1.031 -3.355 -0.409
O -0.599 -2.109 0.150
H -1.074 -3.302 -1.485
H -0.273 -4.142 -0.098
H -1.960 -3.668 -0.004
H -1.297 -1.463 -0.085
```

- SMILES: CCOS(C)(=O)=O.CCOS(C)(=O)=O.CCOS(C)(=O)=O.CCOS(C)(=O)=O.CCOS(C)(=O)=O.CCOS(C)(=O)=O.CO
- LUMO energy: 0.3 eV
- ΔE to the lowest compared entry with this formula, charge and spin: 0.00 kJ/mol
- Strongest force on any atom: 3.35 eV Å⁻¹
- Highest occupied orbital energy: -10.2 eV

Population analysis type Löwdin, resulting atomic charges in e: -0.042, -0.221, -0.252, 0.578, -0.116, -0.254, -0.307, 0.067, 0.082, 0.058, 0.106, 0.077, 0.062, 0.075, 0.053, -0.029, -0.229, -0.264, 0.577, -0.096, -0.276, -0.268, 0.048, 0.073, 0.092, 0.101, 0.123, 0.092, 0.073, 0.046, -0.021, -0.267, -0.290, 0.633, -0.075, -0.301, -0.279, 0.078, 0.072, 0.053, 0.120, 0.118, 0.066, 0.059, 0.066, -0.052, -0.240, -0.270, 0.584, -0.138, -0.287, -0.323, 0.067, 0.083, 0.078, 0.125, 0.120, 0.075, 0.101, 0.054, -0.081, -0.243, -0.262, 0.604, -0.116, -0.286, -0.300, 0.072, 0.079, 0.075, 0.105, 0.104, 0.076, 0.076, 0.074, -0.067, -0.242, -0.269, 0.588, -0.107, -0.300, -0.296, 0.085, 0.066, 0.078, 0.137, 0.118, 0.054, 0.080, 0.084, -0.130, -0.157, 0.067, 0.103, 0.056, 0.037



Q: The lowest LUMO energy belongs to which entry?
A: C100H178F21N4O14P3